Record 1
Formula: C4H10N2
Source: OMol25
Level of theory: ωB97M-V with the def2-TZVPD basis set

Geometry as XYZ:
```
16
Properties=species:S:1:pos:R:3:nbo_charge:R:1
N 0.5945 -2.6863 -0.9580 -0.840
C 0.2941 -1.4286 -0.3943 0.058
C 0.9567 -0.5904 0.3439 -0.373
C 0.8117 0.9528 0.2193 -0.426
C -0.5994 1.5420 -0.0160 -0.216
N -1.4591 1.5161 1.2224 -0.830
H 1.5708 -3.0718 -1.0712 0.389
H -0.0047 -3.0881 -1.7218 0.391
H -0.7903 -1.2239 -0.8476 0.145
H 1.3755 -0.9399 1.3187 0.224
H 1.5812 1.2951 -0.4347 0.211
H 1.0882 1.3072 1.2095 0.211
H -0.9832 1.0628 -0.8898 0.166
H -0.4809 2.6927 -0.2750 0.182
H -1.7303 0.5451 1.2775 0.352
H -2.2248 2.1152 1.0170 0.356
```

Results
electronic energy: -267.82463 a.u.
max |F|: 6.30 eV/A
Kohn-Sham gap: 8.7 eV
ΔE to the lowest compared entry with this formula, charge and spin: 264.38 kJ/mol



Record 2
Formula: C4H10N2
Source: OMol25
Level of theory: ωB97M-V with the def2-TZVPD basis set

Geometry as XYZ:
```
16
Properties=species:S:1:pos:R:3:nbo_charge:R:1
C -1.3370 1.5906 1.6779 -0.458
N -0.0019 1.7299 2.2120 -0.482
C 0.9827 1.5389 1.4507 0.277
N 0.9512 1.2505 0.0957 -0.833
H -2.0216 1.5384 2.5198 0.208
H -1.5081 0.6966 1.0594 0.165
H -1.6229 2.4320 1.0417 0.194
H 1.9843 1.6539 1.8524 0.164
H 1.7001 0.6741 -0.2406 0.384
H 0.0556 0.9662 -0.2668 0.381
C 0.7785 -2.3931 -1.7800 -0.391
C -0.5195 -2.2869 -2.0225 -0.386
H 1.1703 -2.8290 -0.8696 0.195
H 1.5190 -2.1023 -2.5165 0.191
H -1.2316 -2.5046 -1.2358 0.195
H -0.8990 -1.9551 -2.9778 0.197
```

Results
electronic energy: -267.86629 a.u.
max |F|: 0.46 eV/A
Kohn-Sham gap: 10.1 eV
ΔE to the lowest compared entry with this formula, charge and spin: 154.99 kJ/mol



Record 3
Formula: C4H10N2
Source: OMol25
Level of theory: ωB97M-V with the def2-TZVPD basis set

Geometry as XYZ:
```
16
Properties=species:S:1:pos:R:3:nbo_charge:R:1
C -1.2903 -0.3217 0.8490 -0.218
C 0.3165 -0.1841 1.0787 -0.438
C 0.9716 0.9342 0.2735 -0.535
C 1.2761 0.4007 -1.1079 0.164
N 0.7298 -0.5378 -1.8779 -0.677
N -1.6828 -0.6177 -0.5326 -0.871
H -1.8207 0.6103 1.1146 0.179
H -1.6411 -1.2133 1.4031 0.194
H 0.4642 -0.1751 2.1959 0.223
H 0.7503 -1.1846 0.7122 0.209
H 2.0128 1.2555 0.8466 0.255
H 0.2214 1.8612 0.3659 0.263
H 2.0862 0.8971 -1.7456 0.170
H 0.1018 0.3729 -1.7703 0.391
H -1.6851 -1.5899 -0.6967 0.347
H -0.8109 -0.5077 -1.1085 0.344
```

Results
electronic energy: -267.72085 a.u.
max |F|: 4.17 eV/A
Kohn-Sham gap: 8.6 eV
ΔE to the lowest compared entry with this formula, charge and spin: 536.86 kJ/mol



Record 4
Formula: C4H10N2
Source: OMol25
Level of theory: ωB97M-V with the def2-TZVPD basis set

Geometry as XYZ:
```
16
Properties=species:S:1:pos:R:3:nbo_charge:R:1
H -2.0425 3.0712 -0.3346 0.340
N -1.5544 2.4070 0.2511 -0.713
C -0.8620 1.6154 -0.4441 0.286
N -0.0357 0.6627 0.0692 -0.615
C 0.2335 -0.5345 -0.7516 -0.212
C 1.3335 -1.3743 -0.1124 -0.410
C 0.7989 -2.3258 0.9450 -0.606
H -0.8426 1.6434 -1.5381 0.135
H -0.1964 0.4491 1.0495 0.383
H 0.5718 -0.1549 -1.7079 0.200
H -0.6716 -1.1316 -0.8361 0.178
H 1.9203 -1.8754 -0.8802 0.208
H 2.0717 -0.7118 0.3551 0.209
H 0.1344 -1.7892 1.6204 0.197
H 0.2460 -3.1399 0.4833 0.204
H 1.5857 -2.8220 1.4990 0.215
```

Results
electronic energy: -267.90665 a.u.
max |F|: 1.14 eV/A
Kohn-Sham gap: 10.1 eV
ΔE to the lowest compared entry with this formula, charge and spin: 49.03 kJ/mol



Record 5
Formula: C4H10N2
Source: OMol25
Level of theory: ωB97M-V with the def2-TZVPD basis set

Geometry as XYZ:
```
16
Properties=species:S:1:pos:R:3:nbo_charge:R:1
C -0.7649 -1.3821 0.5614 -0.604
C -0.2683 0.0095 0.2404 0.086
N -0.7448 0.4360 -1.0714 -0.450
N 0.0582 -0.2016 -2.0494 -0.682
C 1.1935 0.3208 0.4990 -0.473
C -0.0361 0.9854 1.3225 -0.413
H -1.8312 -1.3455 0.7793 0.215
H -0.2360 -1.7978 1.4159 0.202
H -0.6078 -2.0210 -0.3051 0.234
H -0.6890 1.4579 -1.1304 0.323
H -0.2673 0.0919 -2.9660 0.363
H 1.0912 0.0338 -1.7788 0.333
H 1.7392 1.0910 -0.0293 0.216
H 1.7886 -0.3926 1.0502 0.218
H -0.1783 2.0385 1.1263 0.213
H -0.2470 0.6756 2.3354 0.219
```

Results
electronic energy: -267.83560 a.u.
max |F|: 2.65 eV/A
Kohn-Sham gap: 9.6 eV
ΔE to the lowest compared entry with this formula, charge and spin: 235.58 kJ/mol



Record 6
Formula: C4H10N2
Source: OMol25
Level of theory: ωB97M-V with the def2-TZVPD basis set

Geometry as XYZ:
```
16
Properties=species:S:1:pos:R:3:nbo_charge:R:1
C 1.3828 0.2557 0.1528 -0.269
C -0.8855 -0.8302 0.2823 -0.429
C 0.0996 0.1276 -0.7391 -0.202
C -0.7556 1.2426 -1.1760 -0.654
N 1.2803 -0.8321 1.2102 -0.467
N -0.0718 -0.9777 1.5314 -0.156
H 2.2851 0.1736 -0.2442 0.210
H 1.2562 1.1075 0.8362 0.209
H -1.7813 -0.2848 0.5996 0.185
H -1.1511 -1.7793 0.0533 0.221
H 0.3276 -0.6071 -1.6030 0.210
H -1.6470 0.8460 -1.7892 0.225
H -0.1822 1.9705 -1.8276 0.232
H -1.2322 1.6135 -0.2365 0.218
H 1.3824 -1.7838 0.7264 0.348
H -0.3074 -0.2421 2.2235 0.120
```

Results
multiplicity: 3
electronic energy: -267.60978 a.u.
max |F|: 6.71 eV/A
expectation value of S²: 2.004
Kohn-Sham gap (alpha / beta): 3.8 / 7.4 eV
ΔE to the lowest compared entry with this formula, charge and spin: 280.01 kJ/mol



Record 7
Formula: C4H10N2O
Source: OMol25
Level of theory: ωB97M-V with the def2-TZVPD basis set

Geometry as XYZ:
```
17
Properties=species:S:1:pos:R:3:nbo_charge:R:1
C 0.0520 1.7108 -0.4798 -0.604
C -0.3575 0.4318 0.2421 -0.271
C -1.6022 -0.1972 -0.3706 -0.603
C 0.8338 -0.6427 0.1632 0.386
N 1.4943 -0.8782 -1.0129 -0.816
N 1.2169 -1.3003 1.2192 -0.245
O 0.4641 -0.9128 2.3430 -0.596
H 0.9806 2.1109 -0.0603 0.219
H -0.7216 2.4786 -0.3646 0.210
H 0.2057 1.5439 -1.5503 0.195
H -0.5988 0.7230 1.2686 0.243
H -1.8690 -1.1199 0.1548 0.221
H -1.4489 -0.4456 -1.4254 0.192
H -2.4552 0.4867 -0.2959 0.212
H 0.9716 -0.7368 -1.8667 0.384
H 2.0501 -1.7267 -0.9947 0.397
H 0.7840 -1.5255 3.0301 0.476
```

Results
electronic energy: -343.10951 a.u.
max |F|: 3.04 eV/A
Kohn-Sham gap: 9.3 eV
ΔE to the lowest compared entry with this formula, charge and spin: 241.43 kJ/mol



Record 8
Formula: C4H10N2O
Source: OMol25
Level of theory: ωB97M-V with the def2-TZVPD basis set

Geometry as XYZ:
```
17
Properties=species:S:1:pos:R:3:nbo_charge:R:1
C 0.2570 1.7151 0.3510 -0.635
C -0.8032 0.6408 -0.0054 -0.047
N -1.7128 0.9337 -1.0986 -0.846
C -0.0880 -0.6349 -0.4388 -0.236
N 0.5560 -1.2472 0.7449 -0.641
C 1.5396 -2.2114 0.5091 0.537
O 1.9785 -2.5624 -0.5537 -0.581
H 0.9140 1.9752 -0.4726 0.209
H -0.2936 2.5754 0.7529 0.204
H 0.9612 1.4259 1.1189 0.221
H -1.3820 0.3449 0.8856 0.181
H -1.3293 1.2082 -1.9925 0.369
H -2.3452 1.6417 -0.7375 0.360
H -0.8642 -1.2893 -0.8176 0.200
H 0.6475 -0.5056 -1.2341 0.218
H -0.0393 -1.5365 1.5254 0.387
H 2.0038 -2.4737 1.4630 0.101
```

Results
electronic energy: -343.15429 a.u.
max |F|: 2.33 eV/A
Kohn-Sham gap: 10.4 eV
ΔE to the lowest compared entry with this formula, charge and spin: 123.85 kJ/mol



Record 9
Formula: C4H10N2O
Source: OMol25
Level of theory: ωB97M-V with the def2-TZVPD basis set

Geometry as XYZ:
```
17
Properties=species:S:1:pos:R:3:nbo_charge:R:1
N 2.0730 -0.0916 -0.7569 -0.842
C 0.8660 -0.8686 -0.9191 -0.066
N 0.0509 -1.1146 0.2856 -0.660
C -0.2320 -0.0205 1.1775 -0.218
C -0.8194 1.1461 0.3849 -0.535
C -2.0232 0.7197 -0.4091 0.439
O -2.4241 1.3096 -1.3826 -0.519
H 2.8155 -0.6558 -0.3664 0.353
H 1.9741 0.6624 -0.0937 0.350
H 1.1360 -1.8791 -1.2053 0.189
H 0.2784 -0.4696 -1.7427 0.178
H 0.3296 -2.0009 0.6681 0.372
H -0.9730 -0.3707 1.8876 0.200
H 0.6196 0.3192 1.7863 0.168
H -1.1040 1.9619 1.0525 0.243
H -0.0420 1.5733 -0.2410 0.228
H -2.5254 -0.2210 -0.1255 0.120
```

Results
electronic energy: -343.12873 a.u.
max |F|: 1.31 eV/A
Kohn-Sham gap: 9.8 eV
ΔE to the lowest compared entry with this formula, charge and spin: 190.95 kJ/mol



Record 10
Formula: C4H10N2O
Source: OMol25
Level of theory: ωB97M-V with the def2-TZVPD basis set

Geometry as XYZ:
```
17
Properties=species:S:1:pos:R:3:nbo_charge:R:1
C 0.7751 1.6024 -0.8927 -0.634
C 0.7601 0.1936 -0.4267 -0.130
N 0.1579 0.0374 1.0572 -0.271
N 0.8601 -0.9348 1.8394 -0.714
C -0.4458 -0.6193 -0.0801 0.353
C -1.7708 -0.0625 -0.6018 -0.640
O -0.3130 -2.0357 -0.1809 -0.719
H 1.8027 1.9610 -1.0076 0.215
H 0.2748 1.7129 -1.8613 0.214
H 0.2680 2.2729 -0.1885 0.229
H 1.5653 -0.3861 -0.8639 0.217
H 1.8586 -0.7132 1.8816 0.362
H 0.5199 -0.8666 2.8003 0.362
H -1.7465 0.0318 -1.6905 0.215
H -2.0333 0.8953 -0.1463 0.224
H -2.5590 -0.7694 -0.3259 0.224
H 0.0259 -2.3198 0.6877 0.494
```

Results
electronic energy: -343.07775 a.u.
max |F|: 2.13 eV/A
Kohn-Sham gap: 9.8 eV
ΔE to the lowest compared entry with this formula, charge and spin: 324.80 kJ/mol



Record 11
Formula: C4H10N2O
Source: OMol25
Level of theory: ωB97M-V with the def2-TZVPD basis set

Geometry as XYZ:
```
17
Properties=species:S:1:pos:R:3:nbo_charge:R:1
C 1.8340 1.0667 -0.7590 -0.402
N 1.4768 0.3012 0.4144 -0.650
C 0.1508 0.4798 0.9363 -0.234
C -0.6976 -0.7835 0.9606 -0.231
N -1.0585 -1.2638 -0.3607 -0.614
C -2.1224 -0.7633 -1.0206 0.524
O -2.8700 0.0812 -0.5752 -0.621
H 1.0543 0.9678 -1.5034 0.195
H 2.7840 0.7164 -1.1582 0.198
H 1.9238 2.1462 -0.5799 0.162
H 2.1812 0.3468 1.1331 0.364
H -0.4079 1.2818 0.4349 0.200
H 0.1922 0.8302 1.9686 0.188
H -0.0849 -1.5655 1.4142 0.199
H -1.5942 -0.6394 1.5542 0.218
H -0.5383 -1.9801 -0.8387 0.400
H -2.2232 -1.2225 -2.0205 0.104
```

Results
electronic energy: -343.15548 a.u.
max |F|: 1.19 eV/A
Kohn-Sham gap: 9.7 eV
ΔE to the lowest compared entry with this formula, charge and spin: 120.72 kJ/mol



Record 12
Formula: C4H10N2O
Source: OMol25
Level of theory: ωB97M-V with the def2-TZVPD basis set

Geometry as XYZ:
```
17
Properties=species:S:1:pos:R:3:nbo_charge:R:1
C -0.4988 -0.6967 -2.1992 -0.417
N -0.6210 -1.1559 -0.8236 -0.715
C 0.4384 -0.8354 0.1158 0.698
O 1.3377 -1.5547 0.4166 -0.543
C 0.3372 0.6369 0.6205 -0.158
C 1.0611 0.7801 1.9630 -0.613
N -1.0197 1.2266 0.6877 -0.796
H -0.5936 0.3840 -2.3123 0.197
H -1.3720 -1.0164 -2.7925 0.214
H 0.4213 -1.0846 -2.6288 0.191
H -0.8221 -2.1332 -0.6535 0.386
H 0.8610 1.1892 -0.1606 0.201
H 1.1564 1.8660 2.0956 0.216
H 0.2624 0.4579 2.6504 0.201
H 1.9964 0.2770 2.1581 0.235
H -1.6331 0.5529 1.1438 0.349
H -1.3116 1.1061 -0.2811 0.353
```

Results
electronic energy: -343.13770 a.u.
max |F|: 2.88 eV/A
Kohn-Sham gap: 10.1 eV
ΔE to the lowest compared entry with this formula, charge and spin: 167.40 kJ/mol



Record 13
Formula: C4H10N2O
Source: OMol25
Level of theory: ωB97M-V with the def2-TZVPD basis set

Geometry as XYZ:
```
17
Properties=species:S:1:pos:R:3:nbo_charge:R:1
N -0.2765 -0.8646 -1.9454 -0.814
C -0.6452 0.4942 -1.5149 -0.210
C -0.5657 0.8343 -0.0343 -0.432
C 0.8253 0.6498 0.5220 -0.540
C 1.0840 -0.8265 1.1475 0.719
N 0.0865 -1.0210 2.1500 -0.888
O 2.0123 -1.5427 0.9453 -0.511
H -0.9618 -1.4799 -1.5006 0.338
H 0.5739 -1.1791 -1.4742 0.356
H -1.6477 0.8115 -1.7733 0.192
H 0.0068 1.2368 -1.9983 0.178
H -1.4032 0.3374 0.4134 0.194
H -0.8285 1.8984 -0.0838 0.214
H 1.0939 1.4650 1.2505 0.236
H 1.5492 0.7186 -0.2816 0.221
H -0.6858 -1.3559 1.5694 0.372
H -0.2175 -0.1762 2.6083 0.375
```

Results
electronic energy: -343.12769 a.u.
max |F|: 4.12 eV/A
Kohn-Sham gap: 10.4 eV
ΔE to the lowest compared entry with this formula, charge and spin: 193.70 kJ/mol



Record 14
Formula: C4H10N2O
Source: OMol25
Level of theory: ωB97M-V with the def2-TZVPD basis set

Geometry as XYZ:
```
17
Properties=species:S:1:pos:R:3:nbo_charge:R:1
C -1.5330 -0.7832 0.2467 -0.619
C -0.4197 -0.2295 -0.6430 -0.049
C 0.6367 -1.2917 -0.9402 -0.620
N 0.1780 0.9558 -0.0576 -0.212
C 0.9383 0.8763 1.1709 -0.473
N -0.0294 2.0648 -0.7034 0.229
O 0.4511 3.1000 -0.2441 -0.443
H -2.0718 -1.5612 -0.2866 0.219
H -2.2342 0.0054 0.5084 0.221
H -1.1289 -1.2144 1.1595 0.203
H -0.8578 0.1199 -1.5845 0.226
H 1.0414 -1.7074 -0.0206 0.205
H 1.4491 -0.8663 -1.5245 0.220
H 0.1886 -2.1000 -1.5113 0.220
H 1.8727 0.3375 1.0138 0.209
H 0.3566 0.3902 1.9520 0.209
H 1.1623 1.9037 1.4644 0.255
```

Results
electronic energy: -343.08781 a.u.
max |F|: 1.39 eV/A
Kohn-Sham gap: 9.8 eV
ΔE to the lowest compared entry with this formula, charge and spin: 298.40 kJ/mol